This record from OMol25 describes the ion C2H7N2 with charge +1 in a non-equilibrium geometry. The level of theory is ωB97M-V/def2-TZVPD.

```
! wB97M-V def2-TZVPD RIJCOSX def2/J DEFGRID3
* xyz 1 1
N 1.1781 1.4680 -0.3933
C 0.7124 0.2759 0.0992
C -0.4790 -0.2277 -0.1476
N -1.2212 -1.3033 0.4052
H 1.8437 1.9432 0.2178
H 1.2227 1.5997 -1.3282
H 1.1729 -0.2511 1.0306
H -1.0819 0.2411 -0.9917
H -1.5137 -1.7963 -0.5393
H -2.1204 -1.1101 0.9706
H -0.6215 -2.0690 0.8467
*
```

Its energy relative to the best compared isomer or geometry (same formula, charge and spin) is 216.33 kJ/mol. The value obtained for the total energy is -5159.224 eV. Its SMILES is N/C=C/[NH3+].

=====

This record from OMol25 describes a cluster of 2 separate species, C3H5O2S in total in a non-equilibrium geometry. The level of theory is ωB97M-V/def2-TZVPD.

```
! wB97M-V def2-TZVPD RIJCOSX def2/J DEFGRID3
* xyz 1 1
C -3.6465 -0.0606 -0.6710
C -1.3469 -0.1973 0.0264
C 2.8655 -0.2194 0.8306
O -0.1977 -0.3101 0.0692
O -2.4808 0.1512 0.0287
S 4.0658 -0.0536 -0.3672
H -4.5293 0.3070 -0.2221
H -3.6273 -0.7433 -1.4791
H 2.1199 0.6044 0.7905
H 3.2614 -0.6088 1.8082
H 3.5158 1.1305 -0.8141
*
```

Its energy relative to the best compared isomer or geometry (same formula, charge and spin) is 418.40 kJ/mol. The value obtained for the total energy is -18108.219 eV.

=====

This record from OMol25 describes a structure of composition C31H37BaBrN3O2 in a non-equilibrium geometry. The level of theory is ωB97M-V/def2-TZVPD.

```
! wB97M-V def2-TZVPD RIJCOSX def2/J DEFGRID3
* xyz -1 1
Ba 0.3407 1.4109 0.2338
C 5.6538 0.8503 1.8502
C 5.2037 1.5253 0.5465
C 4.2696 2.7053 0.8235
C 4.6482 0.4933 -0.4214
C 5.4403 0.1491 -1.5128
C 5.0806 -0.8540 -2.3951
C 3.8896 -1.5298 -2.1987
C 3.0543 -1.2000 -1.1410
C 1.7330 -1.9296 -0.9714
C 0.9132 -1.9490 -2.2658
C 1.9427 -3.3424 -0.4168
C 3.4333 -0.1856 -0.2336
N 2.5129 0.1349 0.7872
C 2.4603 -0.6917 1.8286
O 3.2876 -1.5458 2.1852
C 1.1558 -0.6295 2.5889
C 0.8846 -1.5079 3.6252
C -0.3886 -1.4924 4.1787
C -1.3614 -0.6549 3.6524
C -1.0200 0.1453 2.5689
N 0.2183 0.1770 2.0974
C -2.1014 0.8771 1.8073
O -2.9509 1.5253 2.4299
N -2.0272 0.6454 0.4919
C -3.2233 0.7171 -0.2562
C -3.3703 1.6282 -1.3131
C -4.5398 1.6213 -2.0689
C -5.5591 0.7294 -1.8109
C -5.4000 -0.1993 -0.7937
C -4.2503 -0.2340 -0.0219
C -4.0528 -1.3337 1.0051
C -3.0395 -2.3635 0.4875
C -5.3434 -2.0338 1.4235
C -2.2875 2.6191 -1.6927
C -2.7862 4.0639 -1.6205
C -1.7242 2.2989 -3.0799
H 5.9128 1.6030 2.6002
H 6.5297 0.2210 1.6783
H 4.8668 0.2112 2.2493
H 6.0962 1.9382 0.0662
H 3.3766 2.3698 1.3486
H 3.9626 3.1820 -0.1064
H 4.7793 3.4436 1.4485
H 6.3731 0.6813 -1.6669
H 5.7243 -1.1047 -3.2298
H 3.6026 -2.3203 -2.8838
H 1.1462 -1.3781 -0.2278
H 1.3861 -2.5714 -3.0276
H 0.8116 -0.9373 -2.6661
H -0.0849 -2.3504 -2.0742
H 2.4577 -3.9702 -1.1487
H 0.9829 -3.8076 -0.1752
H 2.5459 -3.2990 0.4902
H 1.6621 -2.1761 3.9655
H -0.6352 -2.1527 5.0011
H -2.3688 -0.6267 4.0425
H -4.6505 2.3323 -2.8798
H -6.4652 0.7464 -2.4045
H -6.1949 -0.9117 -0.6115
H -3.6442 -0.8773 1.9040
H -3.4105 -2.8336 -0.4266
H -2.8695 -3.1427 1.2354
H -2.0855 -1.8849 0.2625
H -5.7681 -2.6210 0.6062
H -6.0896 -1.3119 1.7599
H -5.1333 -2.7190 2.2473
H -1.4768 2.5362 -0.9686
H -3.5615 4.2486 -2.3661
H -1.9586 4.7509 -1.8076
H -3.2020 4.2730 -0.6333
H -2.5295 2.2552 -3.8168
H -1.2176 1.3312 -3.0775
H -1.0021 3.0554 -3.3827
Br 1.4350 3.1772 -1.7219
*
```

Its energy relative to the best compared isomer or geometry (same formula, charge and spin) is 184.13 kJ/mol. The value obtained for the total energy is -112054.924 eV.

=====

This record from OMol25 describes a structure of composition C28H29AuN2O2PSi. The level of theory is ωB97M-V/def2-TZVPD.

```
! wB97M-V def2-TZVPD RIJCOSX def2/J DEFGRID3
* xyz 1 3
Au 0.6509 0.4472 -0.2065
O -0.6461 3.0025 -2.7369
C -0.5148 1.8139 -2.5546
O 0.6084 1.2425 -2.1742
C -1.6723 0.8835 -2.8870
C -2.3547 1.1674 -4.0655
C -3.3647 0.3370 -4.5211
C -3.7243 -0.7912 -3.7949
C -3.0790 -1.0677 -2.6028
C -2.0581 -0.2339 -2.1393
P -1.3891 -0.5633 -0.4991
C -1.3219 -2.3568 -0.3325
C -0.3928 -3.0435 -1.1164
C -0.2886 -4.4202 -1.0152
C -1.1053 -5.1141 -0.1289
C -2.0277 -4.4326 0.6509
C -2.1391 -3.0516 0.5531
C -2.5635 0.0381 0.7326
C -3.8817 0.3411 0.4031
C -4.7579 0.7672 1.3913
C -4.3243 0.8893 2.7031
C -3.0076 0.5952 3.0334
C -2.1263 0.1768 2.0506
H -2.0660 2.0477 -4.6224
H -3.8695 0.5673 -5.4496
H -4.5071 -1.4473 -4.1504
H -3.3673 -1.9376 -2.0243
H 0.2406 -2.5001 -1.8095
H 0.4265 -4.9532 -1.6270
H -1.0227 -6.1898 -0.0506
H -2.6669 -4.9750 1.3344
H -2.8602 -2.5213 1.1622
H -4.2227 0.2586 -0.6202
H -5.7798 1.0080 1.1323
H -5.0103 1.2241 3.4693
H -2.6669 0.7027 4.0544
H -1.0941 -0.0376 2.3040
C 0.9853 -2.2470 2.6882
C 2.0226 -1.1771 2.5595
C 3.1309 -1.1282 3.4443
C 4.0874 -0.1369 3.3037
C 3.9641 0.8000 2.2953
C 2.8450 0.7166 1.4298
N 1.9009 -0.2767 1.6170
N 2.5485 1.4884 0.4020
Si 3.3946 2.8195 -0.4756
C 2.1118 4.1042 -0.8027
C 3.9959 1.9479 -1.9975
C 4.7856 3.5323 0.5409
H 0.4238 -2.1199 3.6160
H 1.4604 -3.2276 2.7285
H 0.2943 -2.2239 1.8489
H 3.2142 -1.8763 4.2205
H 4.9328 -0.0966 3.9770
H 4.6963 1.5787 2.1552
H 1.1862 3.6863 -1.1990
H 2.4908 4.7988 -1.5569
H 1.8955 4.6849 0.0963
H 3.1489 1.5452 -2.5560
H 4.6850 1.1360 -1.7585
H 4.5209 2.6546 -2.6440
H 4.4636 3.7649 1.5584
H 5.0871 4.4780 0.0841
H 5.6747 2.9008 0.5785
*
```

Its expectation value of S² is 2.054. The value obtained for the total energy is -57436.107 eV.

=====

This record from OMol25 describes a structure of composition C51H56BrN6O2PtSSi2. The level of theory is ωB97M-V/def2-TZVPD.

```
! wB97M-V def2-TZVPD RIJCOSX def2/J DEFGRID3
* xyz 1 1
Pt 0.4617 -0.9247 -0.4311
C 3.1411 12.0158 3.4374
O 4.0713 11.0964 2.8809
C 3.6373 9.8533 2.5920
C 2.3325 9.4063 2.7905
C 1.9976 8.1057 2.4519
C 2.9425 7.2365 1.9188
C 4.2474 7.6985 1.7258
C 4.5954 8.9880 2.0569
C 2.5360 5.8779 1.5675
N 1.3143 5.3982 1.6628
C 1.4023 4.1103 1.2195
C 2.6897 3.7922 0.8541
N 3.4114 4.9374 1.0845
C 3.0681 2.5079 0.3732
C 4.3846 2.1175 0.0886
C 4.6275 0.8376 -0.3287
C 3.5528 -0.0348 -0.5147
N 2.2958 0.3182 -0.3021
C 2.0416 1.5609 0.1924
C 0.6796 1.8878 0.5725
N -0.2645 0.9302 0.4275
C -1.4962 1.1521 0.8496
C -1.8774 2.3608 1.4378
C -0.9517 3.3637 1.5582
C 0.3615 3.1385 1.1188
H 3.6921 12.9369 3.5978
H 2.7543 11.6509 4.3911
H 2.3145 12.2022 2.7487
H 1.5764 10.0572 3.2024
H 0.9870 7.7522 2.6034
H 5.0169 7.0571 1.3128
H 5.6016 9.3551 1.9109
H 4.3912 5.0840 0.9204
H 5.2004 2.8188 0.2103
H 5.6290 0.4848 -0.5283
H 3.7196 -1.0421 -0.8638
H -2.1958 0.3358 0.7104
H -2.8975 2.4836 1.7722
H -1.1986 4.3255 1.9877
Br 2.2213 -2.6463 5.9851
C 1.7807 -2.1033 4.2449
C 0.5148 -1.6108 3.9664
C 0.2309 -1.2392 2.6672
N 1.1191 -1.3347 1.6709
C 2.3237 -1.8339 1.9531
C 2.7077 -2.2145 3.2243
H -0.2352 -1.5195 4.7379
H -0.7495 -0.8687 2.4107
H 3.0121 -1.9384 1.1264
H 3.6966 -2.6100 3.4024
C -9.5357 -5.7015 -0.1360
C -8.2436 -4.9284 -0.1052
O -7.7677 -4.3834 -1.0593
S -7.4946 -4.9289 1.5268
C -5.9648 -4.1047 1.1990
C -5.9403 -2.8113 0.6897
C -4.7318 -2.1987 0.4134
C -3.5307 -2.8655 0.6552
C -3.5603 -4.1504 1.2038
C -4.7712 -4.7669 1.4650
C -2.2674 -2.2755 0.3169
C -1.1940 -1.8547 -0.0446
H -10.2646 -5.1460 -0.7227
H -9.9238 -5.9014 0.8609
H -9.3447 -6.6520 -0.6358
H -6.8674 -2.2885 0.5027
H -4.7196 -1.1972 0.0040
H -2.6302 -4.6687 1.4042
H -4.7924 -5.7690 1.8728
C 1.0685 -6.9147 0.8523
N 0.7540 -5.5392 1.1468
C 1.4573 -4.9881 2.2611
C 0.3367 -4.6416 0.0936
C 1.3975 -3.9405 -0.7711
C 2.3229 -4.8354 -1.3262
C 3.2578 -4.4868 -2.2781
C 3.2622 -3.1823 -2.7368
C 2.3729 -2.2744 -2.1883
C 1.4468 -2.5865 -1.1800
H 0.8007 -7.5490 1.7019
H 2.1334 -7.1004 0.6398
H 0.4913 -7.2506 -0.0094
H 1.3193 -5.6154 3.1468
H 1.0532 -4.0020 2.4878
H 2.5448 -4.8905 2.0977
H -0.3482 -3.9135 0.5011
H -0.2377 -5.2557 -0.6048
H 2.2706 -5.8659 -1.0051
H 3.9441 -5.2228 -2.6746
H 3.9388 -2.8660 -3.5207
H 2.4240 -1.2667 -2.5822
C -3.2111 -1.0292 -2.6934
Si -1.5265 -1.6825 -3.2072
C -1.4367 -1.6375 -5.0903
C -1.3368 -3.5043 -2.8206
C -0.1572 -0.5472 -2.4705
Si -0.3370 1.2905 -2.9586
C -0.6251 1.4527 -4.8053
C -1.8095 2.1454 -2.1534
C 1.2833 2.2477 -2.7211
H -3.9664 -1.8152 -2.7717
H -3.5251 -0.2057 -3.3389
H -3.2071 -0.6744 -1.6629
H -1.9077 -2.5536 -5.4548
H -0.4126 -1.6274 -5.4690
H -1.9684 -0.8040 -5.5411
H -1.9861 -4.0525 -3.5075
H -1.6382 -3.7523 -1.8057
H -0.3138 -3.8519 -2.9764
H 0.7570 -0.8704 -2.9675
H -1.6142 1.1293 -5.1199
H 0.1156 0.9257 -5.4081
H -0.5437 2.5202 -5.0316
H -2.5746 2.3132 -2.9137
H -1.5374 3.1212 -1.7424
H -2.2768 1.5606 -1.3663
H 2.1246 1.5993 -2.4757
H 1.2256 3.0388 -1.9685
H 1.5245 2.7296 -3.6703
*
```

Its energy relative to the best compared isomer or geometry (same formula, charge and spin) is 0.00 kJ/mol. The value obtained for the total energy is -166708.058 eV.

=====

This record from OMol25 describes a cluster of 9 separate species, C22H62O13 in total in a non-equilibrium geometry. The level of theory is ωB97M-V/def2-TZVPD.

```
! wB97M-V def2-TZVPD RIJCOSX def2/J DEFGRID3
* xyz 0 1
C 2.2063 1.9450 -1.1784
C 2.1765 1.2735 -2.5866
C 1.0989 1.8323 -3.5409
O 3.3750 1.5329 -3.2252
H 1.2450 1.7864 -0.6897
H 2.3732 3.0212 -1.1338
H 2.9560 1.4274 -0.5799
H 1.9342 0.2139 -2.5058
H 0.1077 1.5330 -3.2003
H 1.1774 1.3375 -4.5090
H 1.1379 2.8969 -3.7716
H 3.5377 2.4747 -3.1349
C 1.4586 -3.9600 2.7460
C 1.6621 -5.4552 2.8421
C 3.0665 -5.7674 3.3951
O 0.8312 -5.9534 3.8935
H 2.0720 -3.6230 1.9104
H 1.6564 -3.3889 3.6531
H 0.4257 -3.7426 2.4738
H 1.4083 -6.0438 1.9606
H 3.0746 -5.7476 4.4849
H 3.8814 -5.0911 3.1366
H 3.3169 -6.8127 3.2144
H -0.0305 -6.0248 3.4764
C -3.3547 2.8896 3.1810
C -2.7141 1.6480 3.8454
C -3.5881 0.4342 3.4755
O -1.3928 1.4778 3.4178
H -4.2638 3.1472 3.7243
H -3.4673 2.8375 2.0981
H -2.7773 3.7906 3.3882
H -2.7804 1.7084 4.9317
H -3.2826 -0.4303 4.0649
H -3.5208 0.1528 2.4246
H -4.6224 0.7318 3.6480
H -1.4237 1.3712 2.4642
C 3.3557 2.2175 2.2880
C 3.7585 0.8392 2.7781
C 4.5874 0.0834 1.7138
O 4.6214 1.0116 3.8618
H 2.8699 2.8243 3.0522
H 2.5933 2.2218 1.5090
H 4.1956 2.7947 1.9012
H 2.8938 0.2818 3.1383
H 4.0953 -0.1177 0.7622
H 4.8744 -0.9205 2.0270
H 5.5001 0.5485 1.3414
H 4.8012 0.1127 4.1469
O -1.3615 3.1183 -0.7851
C -0.3764 3.9759 -0.2509
C -1.1484 5.3121 0.1577
O -1.3307 6.2524 -0.8572
H -1.6290 3.4055 -1.6613
H 0.1094 3.4889 0.5947
H 0.2689 4.2249 -1.0933
H -0.5598 5.7771 0.9486
H -2.1115 5.0720 0.6080
H -2.0134 5.9421 -1.4567
O -5.6638 2.4766 -0.9108
C -4.7792 1.6465 -0.1772
C -4.9115 0.1126 -0.5316
O -4.2821 -0.0985 -1.7997
H -5.1332 3.1890 -1.2749
H -3.7448 1.9890 -0.2061
H -5.1338 1.7740 0.8456
H -5.9450 -0.2330 -0.5560
H -4.2969 -0.4507 0.1705
H -4.7092 0.4167 -2.4879
O 3.2064 -2.6101 -1.2389
C 2.9777 -2.7566 -2.6193
C 1.9942 -3.8866 -2.8890
O 0.7077 -3.7674 -2.3776
H 2.3857 -2.4014 -0.7867
H 2.6395 -1.8159 -3.0539
H 3.9180 -2.9989 -3.1145
H 2.3721 -4.7790 -2.3901
H 2.0320 -4.0740 -3.9621
H 0.3496 -4.6452 -2.2266
O 1.2848 -1.2786 0.3117
C -0.1444 -1.5047 0.2658
C -0.8919 -0.3105 -0.2913
O -1.0861 0.6939 0.6738
H 1.4078 -0.4479 0.7768
H -0.4074 -2.3322 -0.3931
H -0.6482 -1.6576 1.2202
H -1.8680 -0.6132 -0.6703
H -0.2611 0.0609 -1.0989
H -1.1484 1.5192 0.1874
C -2.5838 -0.5650 -5.3205
C -1.7688 -1.1041 -4.1624
O -0.5697 -1.6848 -4.6119
H -2.9429 -1.4391 -5.8638
H -1.9342 0.0277 -5.9645
H -3.3935 0.0982 -5.0163
H -2.2366 -1.9318 -3.6293
H -1.5058 -0.3037 -3.4708
H -0.2406 -2.2035 -3.8742
*
```

Its energy relative to the best compared isomer or geometry (same formula, charge and spin) is 0.00 kJ/mol. The value obtained for the total energy is -50433.018 eV. Its SMILES is CC(C)O.CC(C)O.CC(C)O.CC(C)O.OCCO.OCCO.OCCO.OCCO.CCO.